one:
Computed, not measured: a 2-piece molecular cluster, C2H4N4S overall, with ωB97M-V with the def2-TZVPD basis set.

Output
**Lowest unoccupied orbital energy**: -0.53 eV
**Structure (SMILES)**: c1nnn[nH]1.C=S
**Frontier orbital gap**: 8.5448 eV
**Net charge**: 0

Positions of all 11 atoms, in Å:
C: -0.402 1.484 0.771
N: 0.139 1.153 1.946
N: -0.833 0.632 2.741
N: -1.937 0.647 2.099
N: -1.712 1.157 0.926
H: 0.004 1.857 -0.144
H: -2.444 1.185 0.292
C: 1.833 -2.105 -2.260
S: 0.910 -1.597 -1.079
H: 1.679 -2.952 -2.817
H: 2.763 -1.462 -2.476

natural (NBO) population analysis, charges in e, atoms 1 to 6: 0.1181 -0.2927 -0.0646 -0.0604 -0.3398 0.2277

=====

two:
Computed, not measured: one molecule with the formula C2H4N4S, with ωB97M-V with the def2-TZVPD basis set.

Output
**Lowest unoccupied orbital energy**: 0.74 eV
**Structure (SMILES)**: Nn1[nH]ncc1=S
**Frontier orbital gap**: 8.8131 eV
**Net charge**: 0

Positions of all 11 atoms, in Å:
N: -0.467 1.793 0.001
N: -0.272 0.476 -0.002
N: -1.284 -0.477 0.028
N: -0.845 -1.695 0.110
C: 0.458 -1.650 0.010
C: 0.911 -0.237 0.031
S: 2.404 0.386 0.129
H: -0.219 2.113 -0.903
H: 0.413 2.204 0.620
H: -2.229 -0.321 -0.005
H: 1.128 -2.591 -0.018

natural (NBO) population analysis, charges in e, atoms 1 to 6: -0.6160 -0.0650 -0.1932 -0.1686 -0.0978 -0.0482

=====

In terms of stability, one leads; the second structure lies 0.0041 hartree higher.

=====

one:
Computed, not measured: one molecule with the formula C2H5B, with ωB97M-V with the def2-TZVPD basis set.

Output
**Lowest unoccupied orbital energy**: 0.22 eV
**Structure (SMILES)**: BC=C
**Frontier orbital gap**: 10.2557 eV
**Net charge**: 0

Positions of all 8 atoms, in Å:
B: -1.268 -0.116 0.032
C: 0.092 0.606 0.233
C: 1.173 -0.158 -0.096
H: -1.458 -1.299 0.343
H: -2.159 0.336 -0.584
H: 0.381 1.593 0.440
H: 2.092 0.207 -0.268
H: 1.147 -1.168 -0.099

natural (NBO) population analysis, charges in e, atoms 1 to 6: 0.4028 -0.5344 -0.2780 -0.0759 -0.0843 0.2153

=====

two:
Computed, not measured: one molecule with the formula C2H5B, with ωB97M-V with the def2-TZVPD basis set.

Output
**Lowest unoccupied orbital energy**: 0.15 eV
**Structure (SMILES)**: BC=C
**Frontier orbital gap**: 10.7844 eV
**Net charge**: 0

Positions of all 8 atoms, in Å:
B: -1.162 -0.015 -0.208
C: 0.267 -0.592 -0.168
C: 1.039 0.360 0.366
H: -1.546 0.855 0.523
H: -1.885 -0.788 -0.860
H: 0.580 -1.398 -0.817
H: 2.164 0.394 0.327
H: 0.543 1.185 0.838

natural (NBO) population analysis, charges in e, atoms 1 to 6: 0.3694 -0.5617 -0.2523 -0.0765 -0.0818 0.2221

=====

In terms of stability, two leads; the second structure lies 0.0041 hartree higher.

=====

one:
Computed, not measured: a 2-piece molecular cluster, CHFI2S overall, with ωB97M-V with the def2-TZVPD basis set.

Output
**Lowest unoccupied orbital energy**: -3.18 eV
**Frontier orbital gap**: 5.2043 eV
**Net charge**: 0

Positions of all 6 atoms, in Å:
C: 0.538 -0.467 -0.049
F: 0.999 -1.229 -1.046
S: 0.940 1.106 -0.448
I: -2.879 -0.914 -0.282
I: 0.922 2.323 1.598
H: -0.520 -0.818 0.228

List of natural (NBO) charges in e, atom by atom: 0.1056 -0.2886 0.2669 -0.5038 0.1830 0.2370

=====

two:
Computed, not measured: a 2-piece molecular cluster, CHFI2S overall, with ωB97M-V with the def2-TZVPD basis set.

Output
**Lowest unoccupied orbital energy (spin up / spin down)**: -0.60 / -2.44 eV
**Frontier orbital gap (spin up / spin down)**: 8.3297 / 6.1450 eV
**Net charge**: 0

Positions of all 6 atoms, in Å:
C: 0.748 -0.118 -0.193
F: 0.540 0.482 -1.262
S: 0.204 -2.703 -2.446
I: 2.664 -0.215 0.457
I: 2.199 -3.427 -1.529
H: 0.112 0.281 0.608

List of natural (NBO) charges in e, atom by atom: 0.0499 -0.3034 -0.2042 0.1377 0.1704 0.1496

=====

In terms of stability, one leads; the second structure lies 0.0170 hartree higher.

=====

one:
Computed, not measured: one molecule with the formula H5N2OP, with ωB97M-V with the def2-TZVPD basis set.

Output
**Lowest unoccupied orbital energy**: 0.83 eV
**Structure (SMILES)**: N[PH](N)=O
**Frontier orbital gap**: 10.4291 eV
**Net charge**: 0

Positions of all 9 atoms, in Å:
N: 0.963 0.609 -0.660
P: -0.205 0.348 0.426
N: -1.121 -0.987 -0.092
O: 0.420 0.100 1.980
H: 0.784 1.266 -1.363
H: 1.867 0.336 -0.257
H: -1.023 1.364 0.266
H: -1.061 -1.731 0.642
H: -0.625 -1.306 -0.942

natural (NBO) population analysis, charges in e, atoms 1 to 6: -1.2239 1.9232 -1.1773 -1.0591 0.4138 0.4432

=====

two:
Computed, not measured: H5N2OP as an isolated structure, with ωB97M-V with the def2-TZVPD basis set.

Output
**Lowest unoccupied orbital energy**: 0.60 eV
**Frontier orbital gap**: 11.1336 eV
**Net charge**: 0

Positions of all 9 atoms, in Å:
N: 0.911 0.351 -0.983
N: -1.101 -0.925 0.474
O: 1.086 0.236 1.466
P: 0.060 0.280 0.464
H: 0.338 0.715 -2.130
H: 1.639 1.025 -0.801
H: -0.971 -1.470 1.317
H: -1.135 -1.543 -0.350
H: -0.827 1.330 0.541

natural (NBO) population analysis, charges in e, atoms 1 to 6: -1.1951 -1.2055 -1.0930 2.0510 0.3878 0.4025

=====

In terms of stability, one leads; the second structure lies 0.0076 hartree higher.

=====

one:
Computed, not measured: one molecule with the formula C4H6ClNO2, with ωB97M-V with the def2-TZVPD basis set.

Output
**Lowest unoccupied orbital energy**: 0.65 eV
**Structure (SMILES)**: C/C(CCl)=N/OC=O
**Frontier orbital gap**: 11.0124 eV
**Net charge**: 0

Positions of all 14 atoms, in Å:
C: 0.476 -1.090 1.923
C: 0.267 -0.218 0.746
C: 1.451 0.237 -0.050
Cl: 2.323 -1.149 -0.744
N: -0.934 0.193 0.545
O: -1.054 0.981 -0.580
C: -2.337 1.387 -0.860
O: -3.311 1.071 -0.209
H: 1.230 -0.581 2.528
H: -0.447 -1.256 2.499
H: 0.974 -2.042 1.603
H: 1.144 0.927 -0.882
H: 2.192 0.779 0.574
H: -2.278 2.043 -1.731

natural (NBO) population analysis, charges in e, atoms 1 to 6: -0.6557 0.2306 -0.4526 -0.0445 -0.1130 -0.4088

=====

two:
Computed, not measured: one molecule with the formula C4H6ClNO2, with ωB97M-V with the def2-TZVPD basis set.

Output
**Lowest unoccupied orbital energy**: 0.74 eV
**Structure (SMILES)**: CC(=O)N(O)/C=C\Cl
**Frontier orbital gap**: 9.6939 eV
**Net charge**: 0

Positions of all 14 atoms, in Å:
C: 0.525 1.776 0.612
C: 1.313 0.645 0.049
O: 2.470 0.739 -0.367
N: 0.725 -0.612 -0.037
O: 1.613 -1.616 -0.417
C: -0.340 -1.126 0.701
C: -1.623 -0.772 0.564
Cl: -2.240 0.369 -0.545
H: 1.219 2.487 0.993
H: -0.111 2.204 -0.205
H: -0.088 1.456 1.458
H: 2.486 -1.113 -0.595
H: -0.067 -1.904 1.380
H: -2.345 -1.240 1.210

natural (NBO) population analysis, charges in e, atoms 1 to 6: -0.7122 0.6557 -0.6309 -0.1678 -0.5546 -0.0499

=====

In terms of stability, one leads; the second structure lies 0.0071 hartree higher.